65
Properties=species:S:1:pos:R:3:forces:R:3 method="wB97M-V/def2-TZVPD" homo_ev=-12.064 spin_multiplicity=1 charge=+1 gap_ev=8.492
S -2.1563 -1.4872 4.3789 -1.15 -0.76 -0.67
P 3.0637 -1.6805 -1.9064 0.02 1.22 6.87
P -2.7538 2.5726 -0.1502 -4.92 -4.77 -1.12
F 0.2978 -2.5471 6.0651 0.10 -0.28 0.02
O 4.0124 -0.6389 -2.3952 -0.87 -1.57 -2.90
O 3.8413 -2.2082 -0.5692 -0.14 -0.41 -0.52
O 2.1740 -3.0912 -1.8779 1.06 1.01 -2.76
O -2.7963 1.0188 -0.6838 0.44 0.38 -0.12
O -2.4090 2.3558 1.2908 2.01 2.45 -0.83
O 1.8722 -0.7957 -1.1996 0.10 -0.38 -0.52
O -2.5577 3.0373 -1.7308 1.74 1.45 2.20
O -4.3523 2.9029 -0.1182 0.88 0.25 -0.02
C -2.2760 -0.0260 0.1150 -0.02 -0.14 0.18
C 1.0808 0.0690 -2.0038 -0.28 0.09 -0.18
C 3.2284 -3.9181 -3.9502 0.17 0.15 0.15
C -0.2634 3.7691 -1.2889 0.00 -0.12 0.11
C 5.2073 -1.8620 -0.3287 0.20 0.30 0.12
C -0.9686 -2.8419 4.1234 1.38 0.04 0.35
C 0.1571 -0.7023 -2.9312 0.15 0.00 -0.11
C -4.4074 5.3422 -0.2279 0.20 -0.08 0.02
C -1.5441 3.9992 -2.0597 0.33 0.44 -0.35
C 1.0130 -1.1880 4.2950 -0.30 -0.66 -0.01
C -3.3340 -0.6030 1.0370 -0.23 -0.04 -0.07
C 0.4381 -2.5569 4.6769 -0.57 0.92 0.09
C 5.3231 -0.5733 0.4631 -0.08 0.03 0.20
C 1.9843 -3.8359 -3.0910 -0.28 -0.42 -0.40
C -4.8043 4.0892 0.5322 -0.25 0.39 0.09
H -1.9200 -0.8033 -0.5645 -0.07 0.08 -0.10
H 0.7302 -1.1813 -3.7312 -0.05 0.02 -0.02
H -5.8909 4.0233 0.5803 0.03 -0.18 -0.05
H 0.7300 -0.8727 3.2851 0.27 -0.20 -0.03
H -0.4221 3.8727 -0.2073 0.01 0.09 -0.07
H -3.3288 5.5164 -0.1448 -0.03 0.06 0.00
H 2.0954 -1.2544 4.3859 -0.07 0.40 -0.03
H 0.4795 0.6702 -1.3200 0.11 -0.09 0.14
H 0.1157 2.7625 -1.4697 0.05 0.07 -0.06
H -4.4276 4.1247 1.5581 0.02 -0.07 -0.02
H -4.0543 -1.1940 0.4708 0.04 -0.07 0.04
H 0.5973 -0.4629 4.9993 0.31 0.03 0.00
H 1.7199 0.7501 -2.5737 0.05 -0.03 0.04
H -4.6541 5.2489 -1.2854 -0.07 -0.01 0.02
H -0.8630 -3.0664 3.0593 -0.60 0.22 0.00
H -1.4065 0.3205 0.6773 -0.05 0.05 0.06
H 1.1564 -3.4023 -3.6596 0.01 0.02 0.05
H 3.5539 -2.9237 -4.2797 -0.06 -0.05 -0.04
H -0.5671 -0.0331 -3.3976 0.01 0.00 0.00
H 3.0374 -4.5173 -4.8400 -0.01 0.01 0.01
H 6.3539 -0.2163 0.4640 -0.01 -0.01 0.02
H -0.3780 -1.4812 -2.3869 -0.01 0.04 0.02
H 5.6458 -2.6814 0.2433 -0.18 -0.08 -0.01
H 0.4969 4.4916 -1.5839 0.01 -0.02 0.01
H -1.3724 -3.6976 4.6701 -0.30 0.12 -0.21
H 1.6748 -4.8401 -2.7987 0.01 0.09 0.19
H -4.9156 6.2160 0.1798 0.02 -0.01 0.02
H -1.5952 -0.3613 3.8635 0.26 -0.16 0.68
H 1.0839 -3.3906 4.3927 -0.06 0.03 0.05
H 4.0530 -4.3681 -3.3952 -0.03 -0.04 -0.02
H -1.9175 5.0123 -1.8883 -0.09 -0.06 0.03
H -2.8651 -1.2533 1.7805 -0.03 -0.17 -0.05
H -2.2128 -1.3587 5.7300 0.72 0.40 -0.29
H -1.3583 3.9112 -3.1304 -0.15 -0.15 0.03
H -3.9032 0.1687 1.5554 0.20 0.13 0.03
H 4.6826 0.2125 0.0644 0.07 -0.05 -0.22
H 5.7588 -1.8035 -1.2658 -0.10 0.12 -0.04
H 5.0170 -0.7375 1.4985 0.04 -0.01 0.01

---

12
Properties=species:S:1:pos:R:3:forces:R:3 method="wB97M-V/def2-TZVPD" homo_ev="-4.718 / -9.478" spin_multiplicity=3 gap_ev="3.248 / 3.672"
I -2.3124 -1.7997 -0.9795 -1.89 -0.72 0.20
S -2.2483 2.3859 0.9553 -0.62 -0.69 -0.73
O -1.9193 3.1001 2.1703 0.10 0.42 1.22
O -3.0090 3.1414 -0.0411 -0.06 -0.10 -0.26
N 0.9233 0.2382 -0.7787 -0.16 -1.53 -0.12
C 0.4042 2.7833 -0.6593 1.16 -3.61 -3.03
C 0.3427 3.3953 0.4814 -0.31 -0.12 1.33
C 0.6580 1.3467 -0.6837 0.16 1.83 0.35
H 0.4370 2.8862 1.4406 0.15 0.18 -0.43
H -0.8632 -1.0580 -1.0386 2.06 1.21 0.01
H 0.0460 4.3890 0.4760 -0.22 1.88 0.34
H 0.3585 3.0157 -1.7426 -0.37 1.25 1.12

---

15
Properties=species:S:1:pos:R:3:forces:R:3 method="wB97M-V/def2-TZVPD" homo_ev=-8.847 spin_multiplicity=1 gap_ev=9.617 de_lowest_kj_mol=378.4
O 2.0404 0.6368 -1.7827 -0.12 -0.09 -0.01
O -0.8770 -1.2261 1.1969 0.06 -0.16 0.13
C 0.2134 0.9954 1.0560 -0.01 -0.01 0.09
C -0.4160 -0.1818 0.3500 0.11 0.21 -0.06
C 0.3582 -0.6780 -0.8669 -0.08 0.00 -0.02
C 0.7437 0.4876 -1.7490 0.26 -0.29 0.20
C -1.8465 -0.4610 0.4898 -0.26 0.14 -0.15
H 0.3645 1.8208 0.3534 -0.05 -0.07 0.08
H -0.2782 -1.3544 -1.4504 0.09 0.10 0.09
H -2.4632 0.1919 1.1083 0.12 -0.09 -0.10
H 2.5290 -0.0353 -1.2475 -0.13 0.13 -0.12
H 1.2320 -1.2597 -0.5013 -0.07 0.13 -0.05
H -2.3775 -0.9942 -0.2987 0.11 0.08 0.10
H 1.1915 0.7110 1.4626 -0.11 0.03 -0.05
H -0.4143 1.3469 1.8794 0.09 -0.11 -0.10

---

50
Properties=species:S:1:pos:R:3:forces:R:3 method="wB97M-V/def2-TZVPD" homo_ev=-1.212 spin_multiplicity=1 charge=-1 gap_ev=3.706 de_lowest_kj_mol=411.2
F -4.9474 -1.2229 0.0281 0.61 -1.01 -0.85
O -0.7983 3.8552 -3.5883 0.16 -0.27 -0.02
O 2.4861 -2.8617 1.0661 0.37 -0.06 -0.11
O 0.0780 2.5502 -1.0846 0.19 0.31 -0.17
O 4.0294 -1.2458 -0.8690 -0.22 -0.14 -0.06
N -5.2199 -0.5753 1.3035 -0.58 0.44 1.75
C 3.4027 -3.9264 0.8856 -0.20 0.02 0.03
C -3.3157 -0.5414 2.9049 -0.13 -0.39 -0.66
C -1.4621 -2.2280 2.0498 -0.15 0.70 -0.69
C -0.0304 2.9194 -4.3252 -0.04 0.19 -0.04
C -4.6019 -1.3447 2.3864 0.49 0.75 -0.54
C -1.1060 3.3276 -1.2324 -0.20 -0.56 0.01
C -1.0631 0.3639 1.9470 -0.68 -0.89 -0.68
C 3.3054 -1.8520 -1.9275 0.15 0.04 -0.03
C -1.6610 3.2249 -2.6428 -0.01 0.46 0.14
C 3.1330 -1.6290 1.3603 -0.55 0.09 -0.09
C 3.1727 -0.7212 0.1421 0.41 0.00 0.17
C 1.2518 3.3424 -1.1026 -0.07 -0.20 0.06
C -2.1351 -0.8125 1.9004 0.30 0.44 0.44
H 2.1106 2.6726 -1.1670 -0.07 -0.04 0.04
H 2.1649 -0.5507 -0.2484 0.00 -0.08 0.06
H -2.2135 -3.0096 1.7766 0.66 0.48 0.44
H 4.0160 -2.3857 -2.5605 0.04 0.07 0.06
H 0.7264 3.4702 -4.8861 -0.08 0.05 0.03
H 0.4721 2.2037 -3.6703 -0.04 -0.04 0.00
H -1.8436 2.9196 -0.5351 -0.02 0.02 -0.03
H -1.8423 2.1806 -2.9138 0.06 0.01 0.07
H 3.8429 -4.2089 1.8481 0.11 -0.04 -0.03
H 2.8533 -4.7812 0.4900 -0.06 0.07 0.05
H 4.1949 -3.6633 0.1797 0.04 0.01 0.03
H -3.0694 -0.7772 3.9790 0.13 0.12 -0.75
H -0.9247 4.3719 -0.9589 0.03 0.01 -0.09
H -1.0400 -2.4126 3.0749 -0.36 0.16 -0.92
H -2.5906 -0.7685 0.8731 0.24 -0.04 0.92
H -0.4931 0.3750 2.9137 -0.45 0.14 -0.84
H 2.5443 -1.1395 2.1420 0.01 0.04 -0.01
H 1.2710 4.0183 -1.9617 -0.01 0.04 0.02
H -5.3466 -1.4610 3.2322 0.65 0.02 -0.51
H -1.6411 1.3039 1.7760 0.64 -0.49 0.41
H -2.6179 3.7536 -2.6824 -0.02 -0.05 0.03
H -0.6493 -2.2672 1.2686 -0.53 -0.22 0.92
H -0.3777 0.2470 1.0589 -0.33 0.15 0.99
H -3.5745 0.5486 2.8049 0.08 -1.01 0.31
H 1.3279 3.9199 -0.1751 0.06 0.10 -0.04
H 4.1403 -1.8002 1.7536 0.03 0.00 -0.10
H -4.2498 -2.3658 2.0677 -0.52 0.68 0.22
H 2.5654 -2.5641 -1.5554 -0.04 0.04 0.01
H 3.5867 0.2473 0.4398 -0.04 0.02 0.03
H -0.6703 2.3851 -5.0353 0.06 -0.12 0.01
H 2.8095 -1.0845 -2.5306 -0.11 -0.07 -0.02